Record 1
86
Properties=species:S:1:pos:R:3:lowdin_charge:R:1 method="wB97M-V/def2-TZVPD" multiplicity=1 relative_energy_kcal_mol=36.9 homo_energy_ev=-9.070 homo_lumo_gap_ev=9.7
C -4.640 1.148 -2.705 -0.10
O -4.577 0.988 -1.295 -0.21
C -5.020 2.116 -0.558 -0.21
C -4.215 2.282 0.733 -0.42
C -4.648 1.268 1.773 -0.07
N -4.390 3.658 1.286 0.03
H -5.598 1.612 -2.982 0.08
H -4.761 0.130 -3.069 0.09
H -3.870 1.799 -3.119 0.09
H -4.946 3.043 -1.141 0.12
H -6.095 2.007 -0.361 0.13
H -3.130 2.254 0.647 0.11
H -4.000 1.367 2.646 0.07
H -4.502 0.272 1.346 0.07
H -5.681 1.340 2.115 0.08
H -5.392 3.857 1.273 0.07
H -4.049 4.262 0.538 0.06
C 5.791 0.333 -2.084 -0.08
O 4.391 0.210 -1.855 -0.24
C 3.643 1.394 -2.089 -0.19
C 2.188 0.999 -2.247 -0.42
C 1.387 1.960 -3.187 -0.05
N 1.450 1.006 -0.978 0.03
H 6.086 0.091 -3.106 0.09
H 6.348 -0.368 -1.459 0.08
H 6.101 1.331 -1.773 0.09
H 3.711 1.990 -1.171 0.14
H 3.938 1.990 -2.959 0.13
H 2.113 0.025 -2.737 0.13
H 1.549 2.988 -2.847 0.08
H 0.322 1.785 -3.058 0.07
H 1.752 1.857 -4.208 0.07
H 1.436 1.952 -0.599 0.07
H 2.010 0.507 -0.267 0.03
C 6.721 -2.629 1.438 -0.11
O 5.337 -2.364 1.576 -0.20
C 4.576 -2.709 0.423 -0.19
C 3.171 -2.124 0.714 -0.38
C 2.117 -2.497 -0.312 -0.05
N 3.281 -0.654 0.595 0.02
H 7.013 -3.471 2.071 0.09
H 7.273 -1.698 1.565 0.09
H 7.014 -3.034 0.460 0.08
H 4.885 -2.249 -0.522 0.12
H 4.622 -3.799 0.330 0.13
H 2.924 -2.254 1.767 0.14
H 1.918 -3.569 -0.413 0.08
H 2.242 -2.010 -1.277 0.07
H 1.135 -2.235 0.096 0.07
H 3.978 -0.290 1.240 0.09
H 3.690 -0.461 -0.330 0.04
C -0.822 2.569 5.924 -0.13
O -0.512 2.861 4.586 -0.18
C -0.620 1.714 3.763 -0.23
C -0.449 2.048 2.272 -0.42
C -1.015 0.898 1.471 -0.08
N 0.955 2.337 1.977 0.05
H -0.601 3.412 6.583 0.08
H -0.269 1.675 6.219 0.09
H -1.904 2.503 6.101 0.09
H 0.105 0.943 4.073 0.13
H -1.562 1.206 4.015 0.12
H -1.066 2.947 2.192 0.14
H -2.078 0.770 1.644 0.06
H -0.463 -0.022 1.665 0.08
H -0.837 1.177 0.431 0.07
H 1.269 3.040 2.638 0.07
H 1.539 1.526 2.161 0.07
C 0.492 -4.075 -3.548 -0.14
O 1.121 -4.550 -4.748 -0.13
H 1.291 -3.757 -2.875 0.06
H -0.205 -3.275 -3.783 0.07
H -0.005 -4.880 -3.007 0.08
H 1.187 -3.801 -5.343 0.06
C -1.435 -1.392 -0.947 -0.17
O -0.685 -0.960 -2.064 -0.14
H -1.558 -2.480 -0.882 0.08
H -0.945 -1.177 0.002 0.04
H -2.412 -0.898 -0.976 0.07
H 0.000 -0.396 -1.667 0.02
C -6.203 -2.743 0.494 -0.13
O -4.851 -2.240 0.563 -0.16
H -6.447 -3.204 1.446 0.08
H -6.746 -1.835 0.229 0.08
H -6.281 -3.521 -0.269 0.07
H -4.590 -1.827 -0.264 0.05


Record 2
113
Properties=species:S:1:pos:R:3:lowdin_charge:R:1 method="wB97M-V/def2-TZVPD" multiplicity=1 charge=-1 relative_energy_kcal_mol=54.0 homo_energy_ev=-6.696 homo_lumo_gap_ev=8.6
Cl 0.690 -0.272 -1.417 0.65
O -0.609 0.135 -0.884 -0.40
O 1.676 0.653 -0.990 -0.36
O 1.080 -1.605 -0.973 -0.36
O 0.552 -0.282 -2.866 -0.38
C 1.972 7.352 0.284 -0.08
O 2.532 6.097 0.714 -0.22
P 2.322 5.437 2.160 0.41
O 3.493 5.452 3.061 -0.24
O 1.002 6.135 2.747 -0.24
C 0.474 5.633 3.971 -0.10
O 1.850 3.921 1.843 -0.25
C 0.825 3.703 0.860 -0.06
H 1.462 7.861 1.101 0.08
H 1.270 7.025 -0.482 0.09
H 2.699 8.058 -0.111 0.09
H -0.605 5.508 3.890 0.09
H 0.727 6.386 4.719 0.09
H 0.869 4.682 4.333 0.09
H -0.155 3.807 1.333 0.09
H 1.009 2.667 0.571 0.08
H 0.891 4.378 0.008 0.09
C -3.811 0.480 0.941 -0.08
O -4.328 1.811 0.902 -0.22
P -5.883 2.194 0.741 0.38
O -6.852 1.377 1.483 -0.23
O -5.963 3.726 1.121 -0.22
C -6.217 4.170 2.448 -0.09
O -6.045 2.241 -0.846 -0.21
C -5.471 3.226 -1.677 -0.11
H -3.400 0.348 1.943 0.08
H -2.939 0.441 0.283 0.07
H -4.498 -0.299 0.618 0.09
H -5.321 4.021 3.050 0.09
H -7.029 3.593 2.893 0.08
H -6.554 5.203 2.461 0.09
H -4.578 3.743 -1.315 0.09
H -6.114 4.065 -1.951 0.09
H -5.127 2.758 -2.600 0.07
C 1.736 1.079 3.683 -0.12
O 2.160 -0.188 4.112 -0.21
P 2.251 -1.514 3.225 0.45
O 3.518 -1.828 2.578 -0.20
O 1.701 -2.678 4.216 -0.20
C 0.776 -2.504 5.251 -0.14
O 1.058 -1.439 2.121 -0.22
C -0.246 -1.045 2.463 -0.14
H 2.548 1.805 3.668 0.08
H 0.969 1.478 4.354 0.09
H 1.265 1.070 2.697 0.08
H -0.123 -3.087 5.036 0.09
H 0.601 -1.451 5.485 0.08
H 1.141 -2.904 6.205 0.08
H -0.347 -0.713 3.499 0.07
H -0.987 -1.808 2.205 0.09
H -0.558 -0.208 1.827 0.07
C 3.052 -8.121 1.754 -0.12
O 3.561 -6.813 1.734 -0.19
P 2.836 -5.509 1.207 0.42
O 3.519 -4.269 1.583 -0.19
O 2.684 -5.697 -0.398 -0.19
C 1.759 -6.550 -1.013 -0.13
O 1.331 -5.624 1.791 -0.23
C 0.408 -4.663 1.328 -0.12
H 3.342 -8.716 0.890 0.09
H 1.966 -8.131 1.897 0.08
H 3.367 -8.635 2.667 0.09
H 2.065 -7.595 -1.140 0.08
H 1.432 -6.144 -1.969 0.07
H 0.841 -6.668 -0.422 0.07
H 0.819 -3.818 0.768 0.09
H -0.104 -4.211 2.183 0.08
H -0.365 -5.122 0.704 0.08
C 3.949 1.592 0.883 -0.08
O 5.369 1.487 0.684 -0.24
P 6.015 0.080 0.206 0.40
O 5.686 -1.107 1.011 -0.21
O 5.505 -0.149 -1.270 -0.20
C 5.448 0.838 -2.272 -0.10
O 7.576 0.462 0.038 -0.22
C 8.017 1.801 0.363 -0.11
H 3.551 2.173 0.046 0.08
H 3.661 2.106 1.793 0.06
H 3.499 0.607 0.754 0.08
H 4.587 1.494 -2.141 0.09
H 5.324 0.297 -3.213 0.09
H 6.406 1.363 -2.355 0.08
H 7.920 2.133 1.394 0.09
H 7.381 2.477 -0.215 0.07
H 9.009 1.880 -0.073 0.08
C -6.631 -0.409 -3.306 -0.12
O -6.327 -0.520 -4.671 -0.22
P -4.989 0.202 -5.211 0.39
O -4.867 1.643 -4.938 -0.23
O -3.862 -0.728 -4.527 -0.21
C -2.561 -0.158 -4.369 -0.10
O -5.080 -0.178 -6.727 -0.20
C -5.492 -1.436 -7.231 -0.10
H -7.347 0.391 -3.104 0.09
H -5.772 -0.202 -2.659 0.08
H -7.042 -1.324 -2.874 0.09
H -2.202 -0.288 -3.343 0.08
H -2.526 0.915 -4.543 0.08
H -1.768 -0.684 -4.902 0.08
H -5.792 -2.170 -6.481 0.09
H -4.806 -1.863 -7.955 0.09
H -6.459 -1.216 -7.700 0.09
C -0.197 -3.881 -3.399 -0.14
O 0.264 -5.123 -3.954 -0.15
H 0.554 -3.507 -2.705 0.07
H -0.237 -3.141 -4.204 0.07
H -1.168 -3.994 -2.915 0.08
H -0.467 -5.471 -4.471 0.06


Record 3
100
Properties=species:S:1:pos:R:3:lowdin_charge:R:1 method="wB97M-V/def2-TZVPD" multiplicity=1 homo_energy_ev=-7.985 homo_lumo_gap_ev=8.2
C -3.246 -4.477 1.044 -0.12
N -2.272 -4.229 2.086 -0.33
C -2.760 -4.569 3.415 -0.14
P -0.589 -4.527 1.905 0.63
O -0.421 -5.953 2.289 -0.31
N -0.001 -4.580 0.284 -0.31
C -0.767 -4.184 -0.876 -0.14
C 0.902 -5.682 -0.028 -0.14
N -0.121 -2.949 2.136 -0.30
C -0.988 -1.807 2.365 -0.11
C 1.283 -2.605 1.907 -0.10
H -4.209 -4.062 1.352 0.08
H -3.383 -5.542 0.812 0.09
H -2.994 -3.948 0.129 0.05
H -2.233 -3.984 4.176 0.07
H -2.625 -5.630 3.657 0.07
H -3.820 -4.328 3.498 0.08
H -1.560 -4.901 -1.124 0.08
H -0.105 -4.110 -1.742 0.08
H -1.202 -3.190 -0.746 0.08
H 0.370 -6.612 -0.268 0.08
H 1.567 -5.888 0.808 0.07
H 1.524 -5.402 -0.883 0.08
H -1.521 -1.522 1.453 0.08
H -0.396 -0.947 2.683 0.07
H -1.715 -1.972 3.156 0.07
H 1.420 -2.128 0.933 0.07
H 1.911 -3.494 1.938 0.08
H 1.645 -1.929 2.685 0.08
C 0.433 1.937 -1.480 -0.11
N 1.390 1.767 -0.402 -0.32
C 0.788 1.289 0.830 -0.14
P 2.976 1.166 -0.625 0.63
O 2.831 -0.312 -0.516 -0.29
N 3.630 1.295 -2.216 -0.31
C 3.013 2.051 -3.285 -0.14
C 4.308 0.110 -2.729 -0.14
N 3.742 2.547 -0.088 -0.31
C 3.107 3.782 0.346 -0.10
C 5.191 2.630 -0.225 -0.12
H -0.438 2.481 -1.109 0.07
H 0.093 0.986 -1.916 0.09
H 0.825 2.569 -2.269 0.05
H 1.390 1.595 1.694 0.08
H 0.704 0.196 0.852 0.05
H -0.206 1.714 0.973 0.08
H 2.106 1.572 -3.674 0.08
H 3.716 2.150 -4.116 0.08
H 2.776 3.070 -2.969 0.08
H 3.614 -0.627 -3.152 0.08
H 4.876 -0.382 -1.944 0.07
H 5.015 0.412 -3.506 0.08
H 2.688 4.333 -0.500 0.08
H 3.850 4.418 0.831 0.08
H 2.321 3.619 1.078 0.07
H 5.465 3.242 -1.090 0.09
H 5.629 1.643 -0.360 0.07
H 5.642 3.062 0.671 0.08
C -4.584 4.830 -3.672 -0.13
N -3.925 4.605 -2.403 -0.34
C -3.775 3.195 -2.085 -0.14
P -2.597 5.568 -1.825 0.67
O -1.489 4.831 -2.509 -0.29
N -2.419 7.136 -2.496 -0.32
C -3.405 7.772 -3.340 -0.13
C -1.063 7.511 -2.883 -0.14
N -3.511 6.101 -0.523 -0.31
C -4.896 5.776 -0.214 -0.10
C -2.952 7.155 0.321 -0.12
H -5.474 4.199 -3.727 0.08
H -3.949 4.615 -4.544 0.09
H -4.957 5.848 -3.753 0.05
H -3.709 3.054 -0.999 0.07
H -2.878 2.751 -2.533 0.07
H -4.646 2.636 -2.429 0.08
H -3.454 7.325 -4.340 0.08
H -3.154 8.828 -3.462 0.08
H -4.397 7.749 -2.883 0.08
H -0.786 7.130 -3.873 0.08
H -0.337 7.133 -2.167 0.07
H -0.979 8.600 -2.890 0.08
H -5.581 6.275 -0.903 0.08
H -5.127 6.112 0.799 0.08
H -5.097 4.709 -0.233 0.07
H -3.391 8.125 0.071 0.09
H -1.873 7.230 0.191 0.07
H -3.133 6.947 1.377 0.08
N 3.414 -6.832 4.041 -0.11
P 4.118 -8.143 3.679 0.39
O 5.703 -7.984 3.764 -0.10
O 3.836 -8.674 2.199 -0.12
O 3.815 -9.364 4.716 -0.05
C 2.584 -9.953 4.827 -0.70
O 2.165 -10.251 5.899 0.17
O 1.974 -10.253 3.662 -0.42
S 0.689 -9.246 3.153 0.87
H 2.833 -6.912 4.863 0.00
H 6.197 -8.716 3.377 0.09
H 4.612 -8.530 1.652 0.08
H 0.646 -8.296 4.101 -0.11


Record 4
104
Properties=species:S:1:pos:R:3:lowdin_charge:R:1 method="wB97M-V/def2-TZVPD" multiplicity=1 relative_energy_kcal_mol=102.4 homo_energy_ev=-8.614 homo_lumo_gap_ev=8.7
C -0.747 -0.395 11.062 -0.12
O -1.142 0.200 9.863 -0.20
C -1.526 1.566 9.955 -0.21
C -2.302 1.865 8.662 -0.17
N -1.413 1.673 7.431 -0.05
C -2.131 1.825 6.199 -0.20
C -3.030 0.525 5.962 -0.20
O -2.161 -0.568 5.722 -0.20
C -2.852 -1.772 5.524 -0.13
H 0.132 0.187 11.339 0.09
H -0.498 -1.435 10.851 0.09
H -1.456 -0.351 11.888 0.08
H -0.640 2.198 10.011 0.12
H -2.180 1.771 10.802 0.12
H -2.700 2.878 8.599 0.11
H -3.224 1.284 8.618 0.09
H -1.148 0.699 7.399 0.09
H -1.346 1.732 5.449 0.11
H -2.693 2.746 6.042 0.11
H -3.675 0.610 5.087 0.12
H -3.525 0.322 6.911 0.10
H -2.187 -2.528 5.108 0.09
H -3.683 -1.789 4.819 0.08
H -3.294 -2.119 6.458 0.09
C 11.709 2.980 2.459 -0.11
O 11.067 1.703 2.585 -0.18
C 9.652 1.899 2.701 -0.20
C 8.980 0.471 2.552 -0.18
N 7.526 0.453 2.376 -0.08
C 7.114 1.031 1.097 -0.20
C 5.560 1.061 0.743 -0.21
O 5.347 1.183 -0.635 -0.21
C 5.566 2.421 -1.256 -0.11
H 12.026 3.364 3.429 0.08
H 11.126 3.742 1.943 0.08
H 12.623 2.906 1.869 0.08
H 9.287 2.590 1.941 0.09
H 9.386 2.401 3.632 0.12
H 9.180 -0.033 3.497 0.11
H 9.418 -0.142 1.765 0.11
H 7.205 -0.498 2.267 0.10
H 7.529 0.533 0.221 0.12
H 7.428 2.073 1.035 0.10
H 4.951 1.806 1.256 0.11
H 5.056 0.160 1.092 0.11
H 5.172 3.288 -0.726 0.09
H 4.998 2.365 -2.185 0.09
H 6.643 2.487 -1.412 0.08
N -5.144 -4.182 -5.532 0.15
C -3.831 -3.958 -5.375 -0.79
N -3.423 -3.677 -4.172 0.16
O -3.039 -4.037 -6.281 0.03
H -5.446 -4.327 -6.485 0.11
H -5.710 -3.954 -4.728 0.10
H -4.110 -3.733 -3.433 0.11
H -2.423 -3.646 -4.032 0.12
N -2.235 0.549 -1.788 0.16
C -2.219 0.532 -0.465 -0.76
N -1.431 -0.340 0.115 0.17
O -3.068 1.192 0.138 -0.01
H -1.646 -0.049 -2.350 0.10
H -2.791 1.250 -2.255 0.11
H -1.635 -0.383 1.103 0.12
H -0.674 -0.866 -0.298 0.11
N -1.101 1.133 -6.496 0.15
C 0.059 1.736 -6.376 -0.82
N -0.082 2.955 -5.932 0.17
O 1.065 1.226 -6.768 0.05
H -1.990 1.604 -6.403 0.10
H -0.985 0.361 -7.137 0.12
H -0.962 3.154 -5.477 0.11
H 0.741 3.539 -5.898 0.12
N 1.654 -4.957 -3.261 0.17
C 2.014 -3.890 -2.650 -0.89
N 2.536 -3.033 -3.430 0.18
O 1.628 -3.706 -1.553 0.06
H 1.951 -4.960 -4.226 0.11
H 1.423 -5.741 -2.668 0.13
H 2.969 -2.244 -2.973 0.13
H 2.726 -3.252 -4.397 0.12
N -5.933 4.658 -2.424 0.14
C -5.562 4.615 -3.687 -0.76
N -6.338 5.487 -4.259 0.15
O -4.757 3.841 -4.185 0.02
H -6.626 5.338 -2.143 0.10
H -5.504 4.110 -1.693 0.12
H -7.039 6.008 -3.751 0.11
H -6.386 5.537 -5.266 0.12
N -5.763 2.004 -8.507 0.16
C -6.449 2.892 -9.140 -0.80
N -6.634 2.576 -10.398 0.15
O -6.615 4.014 -8.703 0.02
H -5.684 1.079 -8.904 0.11
H -5.434 2.227 -7.579 0.12
H -6.770 3.328 -11.058 0.12
H -6.381 1.648 -10.706 0.10
N -1.390 -7.029 0.396 0.15
C -1.015 -8.272 0.078 -0.73
N -1.978 -9.160 0.304 0.14
O -0.011 -8.525 -0.594 0.01
H -0.699 -6.315 0.210 0.11
H -2.192 -6.883 0.992 0.10
H -1.949 -10.040 -0.191 0.12
H -2.841 -8.799 0.686 0.10